(1)
Computed, not measured: a 2-piece molecular cluster, C4H6N2 overall at a distorted geometry, with wB97M-V/def2-TZVPD.

Geometry as XYZ:
```
12
Properties=species:S:1:pos:R:3:lowdin_charge:R:1
C -0.018 1.544 0.095 -0.279
C -2.463 0.378 -0.516 -0.043
C 1.134 -0.464 -0.288 -0.143
C 0.364 0.404 0.564 -0.243
N -0.255 2.715 0.041 0.178
N -2.763 -0.464 0.230 0.061
H -1.008 3.201 -0.405 0.063
H 0.366 -1.181 -0.847 0.106
H 1.711 -0.050 -1.126 0.073
H 1.910 -0.989 0.343 0.084
H -0.172 0.067 1.342 0.063
H -2.626 -1.101 0.994 0.080
```

Computed properties:
Energy above the lowest of the compared OMol25 structures with the same formula, charge and spin: 89.2 kcal per mole
Kohn-Sham gap: 9.02 eV



(2)
Computed, not measured: a 2-piece molecular cluster, C4H6N2 overall at a distorted geometry, with wB97M-V/def2-TZVPD.

Geometry as XYZ:
```
12
Properties=species:S:1:pos:R:3:lowdin_charge:R:1
C -0.266 0.361 0.025 -0.110
C 1.111 -0.014 -0.140 -0.434
C -2.884 0.641 0.007 0.168
C 2.076 -1.091 0.035 0.002
N 0.749 1.172 0.627 0.062
N 0.660 1.136 -0.827 0.070
H -3.465 -0.128 0.577 0.027
H -2.755 0.284 -0.995 -0.017
H -2.518 1.633 0.372 0.029
H 2.796 -1.099 -0.756 0.083
H 1.667 -1.963 0.302 0.041
H 2.829 -0.933 0.773 0.079
```

Computed properties:
Energy above the lowest of the compared OMol25 structures with the same formula, charge and spin: 221.4 kcal per mole
Kohn-Sham gap (alpha / beta): 8.90 / 7.52 eV



(3)
Computed, not measured: an isolated molecule of C4H6N2 at a distorted geometry, with wB97M-V/def2-TZVPD.

Geometry as XYZ:
```
12
Properties=species:S:1:pos:R:3:lowdin_charge:R:1
C 0.205 -0.909 -0.472 -0.028
C 1.649 0.460 0.616 -0.239
C -0.408 0.221 0.084 -0.328
C -1.906 0.416 0.059 -0.049
N 0.510 1.033 0.843 0.094
N 1.607 -0.576 -0.277 0.033
H 0.051 -1.607 -1.287 0.106
H 2.545 0.951 0.848 0.099
H -2.167 -0.570 -0.312 0.064
H -2.303 0.580 1.050 0.072
H -2.109 1.192 -0.677 0.075
H 2.326 -1.192 -0.475 0.101
```

Computed properties:
Energy above the lowest of the compared OMol25 structures with the same formula, charge and spin: 19.7 kcal per mole
Kohn-Sham gap: 9.76 eV



Q: Number 1 is which compound?
A: C4H6N2



Q: Number 1 is which compound?
A: C4H6N2



Q: Which formula does entry 1 have?
A: C4H6N2



Q: What is the energy above the lowest of the compared OMol25 structures with the same formula, charge and spin in the first record?
A: 89.2 kcal per mole